No. 1
A structure of composition C23H26N4O3SSn at a distorted geometry, computed with wB97M-V/def2-TZVPD.

Geometry as XYZ:
```
58
Properties=species:S:1:pos:R:3
Sn 0.160 -0.948 -0.800
C -1.694 4.159 0.764
C -0.371 3.779 0.599
C -0.042 2.685 -0.195
C -1.046 1.972 -0.837
C -2.378 2.362 -0.683
C -2.699 3.448 0.117
N -0.749 0.828 -1.626
C -0.717 0.941 -2.980
C -0.861 2.154 -3.688
C -0.877 2.135 -5.059
C -0.749 0.944 -5.809
C -0.597 -0.243 -5.158
C -0.557 -0.247 -3.748
N -0.456 -1.369 -2.982
N -0.591 -2.522 -3.453
C -0.667 -3.490 -2.431
C -0.726 -4.830 -2.798
C -0.879 -5.770 -1.803
C -0.963 -5.354 -0.474
C -0.870 -4.009 -0.198
N -0.734 -3.085 -1.162
H -1.942 5.019 1.371
H 0.415 4.360 1.067
H 0.996 2.417 -0.359
H -3.157 1.831 -1.220
H -3.733 3.751 0.221
H -0.967 3.082 -3.145
H -0.991 3.068 -5.596
H -0.766 0.998 -6.888
H -0.487 -1.186 -5.676
H -0.658 -5.087 -3.845
H -0.935 -6.821 -2.049
H -1.101 -6.064 0.327
H -0.911 -3.637 0.818
O -1.791 -0.694 0.516
H -2.366 0.011 0.178
H -2.135 -0.977 1.371
C 3.764 -1.762 0.898
C 2.642 -1.740 1.865
O 2.007 -2.587 2.362
H 4.470 -2.528 1.221
H 4.241 -0.793 0.804
H 3.352 -2.075 -0.063
O 2.356 -0.302 2.240
S 1.430 -0.116 3.511
C 2.462 0.619 4.779
C 1.432 1.436 5.555
C 0.530 2.164 4.533
C 0.633 1.462 3.166
H 3.200 1.236 4.261
H 2.954 -0.159 5.357
H 1.944 2.128 6.220
H 0.835 0.773 6.183
H 0.842 3.199 4.406
H -0.501 2.176 4.876
H 1.311 1.965 2.476
H -0.314 1.292 2.661
```

* spin multiplicity: 1
* HOMO level: -0.4695 Eh
* lowest unoccupied orbital energy: -6.6 eV
* energy relative to the best compared isomer or geometry (same formula, charge and spin): 0.0 kcal per mole
* total charge: +2
* E: -53027.7745 eV

Atomic partial charges in e from the natural (NBO) method, atoms 1 to 8:
1. Sn 1.293
2. C -0.216
3. C -0.193
4. C -0.294
5. C 0.214
6. C -0.297
7. C -0.178
8. N -0.824


No. 2
A structure of composition C23H27AuF9O6PS2, computed with wB97M-V/def2-TZVPD.

Geometry as XYZ:
```
69
Properties=species:S:1:pos:R:3
Au -1.109 -0.984 1.394
O 1.701 -1.004 0.280
S 2.638 0.124 0.562
C 2.233 1.505 -0.561
C 1.610 1.047 -1.874
C 0.119 0.758 -1.783
C -0.662 2.047 -1.515
S -1.463 2.099 0.127
O -0.596 1.287 1.073
C -1.056 3.797 0.540
C -0.200 4.059 1.595
C 0.090 5.380 1.917
C -0.481 6.416 1.193
C -1.359 6.140 0.152
C -1.657 4.827 -0.175
C 4.182 -0.326 -0.247
C 4.212 -1.489 -0.996
C 5.409 -1.885 -1.581
C 6.558 -1.126 -1.403
C 6.516 0.036 -0.642
C 5.327 0.436 -0.053
H 3.188 2.010 -0.716
H 1.569 2.171 -0.002
H 2.148 0.173 -2.252
H 1.751 1.844 -2.609
H -0.070 0.009 -1.011
H -0.209 0.336 -2.732
H -1.511 2.167 -2.191
H -0.025 2.925 -1.603
H 0.221 3.231 2.152
H 0.762 5.597 2.738
H -0.252 7.444 1.448
H -1.816 6.950 -0.403
H -2.357 4.604 -0.973
H 3.305 -2.072 -1.097
H 5.442 -2.790 -2.174
H 7.492 -1.445 -1.848
H 7.411 0.630 -0.507
H 5.292 1.331 0.559
F -4.085 -2.177 1.514
C -4.545 -0.968 1.170
F -4.130 -0.110 2.118
F -5.882 -1.018 1.227
C -3.983 -0.536 -0.229
O -2.651 -0.430 -0.261
C -4.427 -1.606 -1.290
F -5.749 -1.813 -1.369
F -4.003 -1.243 -2.508
F -3.855 -2.790 -1.015
C -4.628 0.844 -0.615
F -4.364 1.770 0.320
F -4.096 1.288 -1.763
F -5.960 0.814 -0.776
C -1.305 -5.552 1.502
O -1.489 -4.147 1.720
P -0.350 -3.091 1.398
O 0.190 -3.501 -0.049
C -0.623 -3.190 -1.199
O 0.884 -3.583 2.268
C 1.605 -2.701 3.133
H -2.295 -5.983 1.388
H -0.805 -5.996 2.361
H -0.715 -5.735 0.606
H -1.390 -3.953 -1.333
H 0.043 -3.181 -2.056
H -1.115 -2.219 -1.099
H 1.686 -3.178 4.107
H 1.089 -1.744 3.232
H 2.596 -2.533 2.717
```

* spin multiplicity: 1
* HOMO level: -0.3032 Eh
* lowest unoccupied orbital energy: 0.4 eV
* energy relative to the best compared isomer or geometry (same formula, charge and spin): 19.5 kcal per mole
* E: -95684.3447 eV

Atomic partial charges in e from the natural (NBO) method, atoms 1 to 8:
1. Au 0.597
2. O -1.003
3. S 1.262
4. C -0.602
5. C -0.412
6. C -0.417
7. C -0.602
8. S 1.295


No. 3
An isolated molecule of C23H27ClN4O2, computed with wB97M-V/def2-TZVPD.

Geometry as XYZ:
```
57
Properties=species:S:1:pos:R:3
C 4.768 2.977 -0.967
C 4.796 1.619 -0.271
N 3.688 0.791 -0.719
C 3.932 -0.639 -0.696
C 3.808 -1.235 0.717
N 2.497 -0.961 1.274
C 1.420 -1.776 0.969
C 1.526 -2.918 0.165
C 0.418 -3.680 -0.150
C -0.836 -3.336 0.331
N -2.004 -3.999 -0.124
C -2.996 -3.364 -0.791
O -4.033 -3.902 -1.115
C -2.643 -1.936 -1.111
C -1.651 -1.664 -2.045
C -1.247 -0.362 -2.270
C -1.823 0.672 -1.551
Cl -1.200 2.273 -1.753
C -2.856 0.423 -0.648
N -3.438 1.450 0.114
C -4.197 2.541 -0.467
C -4.324 3.532 0.692
C -4.274 2.637 1.927
C -3.475 1.425 1.474
O -2.954 0.591 2.176
C -3.264 -0.891 -0.448
C -0.941 -2.269 1.217
C 0.162 -1.510 1.530
C 2.294 0.477 1.333
C 2.420 1.085 -0.076
H 4.735 2.836 -2.044
H 5.660 3.543 -0.711
H 3.898 3.556 -0.669
H 4.805 1.772 0.820
H 5.724 1.109 -0.541
H 4.921 -0.841 -1.112
H 3.182 -1.105 -1.344
H 4.003 -2.306 0.717
H 4.545 -0.763 1.376
H 2.473 -3.214 -0.257
H 0.525 -4.532 -0.806
H -2.117 -4.989 0.048
H -1.179 -2.472 -2.583
H -0.461 -0.146 -2.977
H -5.180 2.173 -0.791
H -3.683 2.963 -1.331
H -3.472 4.213 0.690
H -5.238 4.120 0.629
H -5.268 2.290 2.217
H -3.812 3.105 2.793
H -4.049 -1.092 0.266
H -1.893 -2.017 1.656
H 0.029 -0.699 2.227
H 1.316 0.717 1.742
H 3.055 0.896 1.999
H 2.284 2.166 -0.031
H 1.625 0.664 -0.703
```

* spin multiplicity: 1
* HOMO level: -0.2679 Eh
* structure (SMILES): CCN1CCN(c2ccc(NC(=O)c3ccc(Cl)c(N4CCCC4=O)c3)cc2)CC1
* lowest unoccupied orbital energy: 0.6 eV
* energy relative to the best compared isomer or geometry (same formula, charge and spin): 23.6 kcal per mole
* E: -46868.1128 eV

Atomic partial charges in e from the natural (NBO) method, atoms 1 to 8:
1. C -0.607
2. C -0.216
3. N -0.456
4. C -0.228
5. C -0.238
6. N -0.453
7. C 0.268
8. C -0.309


No. 4
An isolated molecule of C23H27ClN4O3 at a distorted geometry, computed with wB97M-V/def2-TZVPD.

Geometry as XYZ:
```
58
Properties=species:S:1:pos:R:3
C -1.239 -5.151 1.884
O -0.604 -4.229 1.036
C -1.363 -3.255 0.434
C -2.741 -3.166 0.581
C -3.477 -2.185 -0.059
C -2.852 -1.272 -0.888
C -3.616 -0.156 -1.546
C -3.306 1.131 -0.869
N -3.522 2.310 -1.382
O -3.089 3.195 -0.437
C -2.625 2.468 0.587
C -2.006 3.140 1.769
N -0.569 3.288 1.737
C -0.024 4.111 0.677
C 0.284 3.348 -0.615
N 1.174 2.241 -0.322
C 1.600 1.550 -1.522
C 2.786 0.658 -1.277
C 2.989 -0.479 -2.048
C 4.106 -1.272 -1.845
C 5.030 -0.949 -0.866
C 4.819 0.184 -0.098
Cl 5.961 0.601 1.135
C 3.714 0.992 -0.299
C 0.547 1.338 0.631
C 0.235 2.096 1.925
N -2.747 1.193 0.374
C -1.477 -1.357 -1.042
C -0.711 -2.312 -0.385
O 0.628 -2.238 -0.638
C 1.554 -2.818 0.256
H -1.725 -4.655 2.731
H -1.974 -5.758 1.345
H -0.445 -5.797 2.255
H -3.261 -3.873 1.206
H -4.545 -2.142 0.094
H -4.691 -0.336 -1.475
H -3.361 -0.059 -2.604
H -2.442 4.141 1.852
H -2.263 2.559 2.659
H -0.712 4.933 0.469
H 0.916 4.527 1.054
H 0.783 4.025 -1.314
H -0.649 3.002 -1.095
H 0.782 0.956 -1.970
H 1.893 2.309 -2.257
H 2.268 -0.751 -2.803
H 4.257 -2.153 -2.450
H 5.899 -1.565 -0.699
H 3.557 1.876 0.298
H 1.244 0.525 0.846
H -0.376 0.894 0.226
H -0.270 1.432 2.627
H 1.181 2.427 2.369
H -0.954 -0.664 -1.684
H 2.523 -2.413 -0.034
H 1.570 -3.906 0.174
H 1.338 -2.538 1.290
```

* spin multiplicity: 1
* HOMO level: -0.3000 Eh
* structure (SMILES): COc1ccc(Cc2noc(CN3CCN(Cc4cccc(Cl)c4)CC3)n2)cc1OC
* lowest unoccupied orbital energy: 0.7 eV
* energy relative to the best compared isomer or geometry (same formula, charge and spin): 89.2 kcal per mole
* E: -48912.8690 eV

Atomic partial charges in e from the natural (NBO) method, atoms 1 to 8:
1. C -0.249
2. O -0.509
3. C 0.216
4. C -0.280
5. C -0.207
6. C -0.012
7. C -0.459
8. C 0.317


Question: The highest lowest unoccupied orbital energy belongs to which entry?
Answer: C23H27ClN4O3


Question: What is the HOMO level in the fourth record?
Answer: -0.3000 Eh


Question: Among the records above, which one has the highest E?
Answer: C23H27ClN4O2